1.
A molecular structure, C21H43BCdO2P2 in a non-equilibrium geometry, computed with ωB97M-V/def2-TZVPD.

Geometry (Å):
Cd  -2.126413  1.749229  0.333844
P  0.414959  -3.845234  -0.370115
P  1.347092  -2.103455  -3.804107
O  -3.350030  3.583624  2.564702
O  -1.118258  2.968669  2.981318
C  0.963051  -0.659227  -2.838221
C  -0.695228  3.890416  5.111454
C  -0.162676  -0.979613  -1.756443
C  1.039983  -2.206365  0.188511
C  -3.538431  3.148933  4.900987
C  0.387377  -4.211672  -2.150773
C  -0.018404  -2.320186  -4.967245
C  1.914557  0.341067  -2.336937
C  2.826614  0.177859  -1.228067
C  -3.670427  5.450196  3.965834
C  -0.993438  2.408699  -1.384125
C  -2.984662  4.103803  3.839978
C  3.188681  -1.332867  -0.961066
C  2.490187  -2.086999  0.055465
C  -1.411976  4.100030  3.794762
C  -0.835995  5.347629  3.120453
C  1.648303  -5.019280  0.258267
C  2.834608  -1.728889  -4.717928
C  1.578959  -3.712928  -2.999849
C  0.205717  -0.966358  -0.278573
C  -1.184312  -4.283036  0.296471
B  -2.243133  2.869498  2.200579
H  -0.910660  -0.176600  -1.874528
H  2.501736  0.660956  -0.288211
H  -1.674189  2.855570  -2.128051
H  -4.754661  5.311435  3.845916
H  1.724114  -4.419207  -3.838886
H  -0.325103  3.197701  -0.997084
H  2.898344  -0.648401  -4.899794
H  3.764925  0.696920  -1.496391
H  -0.993086  2.957317  5.606418
H  4.272684  -1.367653  -0.744665
H  0.439003  -0.071960  -3.638708
H  0.374320  -2.838986  -5.849502
H  -0.408219  -1.338227  -5.275057
H  3.112505  -1.848641  -1.951272
H  1.899120  1.316190  -2.831888
H  -1.964439  -4.087074  -0.457917
H  1.759252  -4.894993  1.347105
H  -1.174274  -5.343715  0.575159
H  -3.053459  2.161916  4.877103
H  3.093035  -2.657378  0.778667
H  2.625971  -4.830152  -0.216739
H  -0.376765  1.637894  -1.865947
H  -4.610275  3.006997  4.714799
H  -1.289105  5.563461  2.142255
H  0.237126  5.198140  2.957437
H  0.388741  3.861923  4.946489
H  -0.964397  6.204763  3.788804
H  1.340367  -6.057279  0.049845
H  0.764620  -2.373271  1.256179
H  -0.828062  -2.920279  -4.533647
H  -3.476418  5.879337  4.955463
H  -0.733282  -0.952203  0.304388
H  -0.902669  4.736455  5.777034
H  3.725524  -2.062622  -4.172564
H  2.785634  -2.255508  -5.678427
H  0.728126  -0.027230  -0.036266
H  0.367817  -5.314961  -2.223121
H  -3.341737  6.159267  3.195127
H  2.529486  -3.743185  -2.445657
H  -3.419051  3.596401  5.891232
H  -0.583557  -3.862049  -2.551513
H  -0.682432  -1.912413  -2.028798
H  -1.373316  -3.682203  1.196036

Atomic forces in eV per Å
0.8 0.7 -0.4
0.8 0.3 -0.8
0.8 -0.2 0.2
0.9 -0.2 -0.1
-0.9 0.2 -0.6
-1.5 3.1 2.3
-0.1 0.2 0.5
-0.5 0.3 -0.9
0.9 1.9 1.0
-0.1 0.0 0.0
-0.4 -0.7 -0.5
0.1 -0.4 -0.6
-0.7 0.4 -2.2
1.5 -0.7 0.6
0.1 0.4 0.2
-0.2 -0.4 -0.7
-0.2 0.5 1.0
0.9 0.9 -1.0
-0.4 -1.3 1.7
0.2 0.8 0.7
0.1 0.1 0.0
-0.1 -0.4 0.2
0.2 -0.5 -0.8
0.2 -0.7 -0.3
0.0 -0.8 -0.1
-0.5 -0.7 0.0
-0.5 -2.0 -1.0
0.3 -0.4 -0.1
0.2 -0.3 0.2
0.3 -0.1 0.1
0.3 0.0 0.1
-0.1 0.1 0.3
-0.3 -0.3 0.0
-0.1 -0.1 0.3
0.0 -0.1 0.3
0.1 0.3 -0.2
-0.4 -0.1 0.1
0.2 -0.6 0.4
-0.3 0.0 0.0
0.2 -0.3 0.2
0.2 0.5 -0.2
0.0 -0.4 -0.1
0.3 -0.1 0.4
0.0 0.0 -0.4
-0.4 0.2 0.0
-0.1 0.3 0.0
-0.3 0.3 -0.3
-0.5 0.1 0.2
0.0 0.5 0.1
0.2 0.0 0.0
0.0 -0.1 0.3
-0.2 0.0 0.0
-0.3 0.0 -0.1
0.0 0.0 -0.2
0.0 0.3 0.1
0.1 0.0 -0.1
0.2 0.2 -0.1
-0.1 0.1 -0.1
0.1 -0.1 -0.2
0.0 -0.2 0.1
-0.3 0.2 0.0
0.2 0.0 0.1
0.0 -0.6 -0.1
0.0 0.3 0.0
0.0 -0.2 0.2
-0.4 0.3 0.0
0.0 -0.2 0.0
0.5 -0.2 0.2
-0.3 -0.1 0.2
0.1 -0.1 -0.2

E: -1851.488644 Eh
Relative energy (zero: lowest compared OMol25 entry of this formula, charge and spin): 0.0 kJ/mol
Total charge: 0
Orbital gap: 4.15 eV
HOMO energy: -4.03 eV
LUMO energy: 0.1 eV

Taken from the Mulliken analysis, the atomic charges in e are: 0.056, 1.264, 0.980, -0.475, -0.396, 0.428, -1.717, -0.885, 0.637, -1.891, -1.341, -1.389, -1.206, -1.290, -1.696, -1.451, 1.554, -0.039, -1.623, 1.546, -1.913, -1.688, -1.497, -1.004, -1.482, -1.545, 0.669, 0.395, 0.174, 0.461, 0.440, 0.604, 0.338, 0.400, 0.547, 0.317, 0.615, 0.393, 0.461, 0.436, -0.633, 0.410, 0.392, 0.414, 0.427, 0.357, 0.345, 0.490, 0.299, 0.465, 0.347, 0.491, 0.464, 0.360, 0.466, 0.692, 0.335, 0.345, 0.390, 0.357, 0.352, 0.507, 0.303, 0.693, 0.340, 0.602, 0.354, 0.475, 0.561, 0.410


2.
A molecular structure, C25H19ClMoN6PSe in a non-equilibrium geometry, computed with ωB97M-V/def2-TZVPD.

Geometry (Å):
Mo  13.551139  11.056915  11.021978
Se  13.691229  8.634552  15.231142
Cl  14.032156  13.354631  11.995116
P  11.392677  12.170141  10.607192
N  13.624873  9.145557  9.979410
N  16.798397  11.493869  8.273186
N  16.152078  10.393856  7.852956
N  13.361038  6.949662  8.323949
N  13.559334  10.243865  12.772253
N  15.252545  11.171764  9.703594
C  7.250013  10.492312  11.058086
C  8.110785  10.485127  12.148703
C  7.641736  10.835565  9.763444
C  14.435209  9.017467  8.893554
C  12.005917  11.275171  7.978796
C  12.743509  8.202326  10.309318
C  10.192004  15.665930  12.262165
C  12.473194  14.108793  12.216719
C  12.517561  15.274759  12.878194
C  13.561797  9.481089  13.791430
C  12.168293  12.318604  8.933849
C  9.798401  11.266580  10.627681
C  11.352431  16.073250  12.918947
C  16.285830  12.013868  9.325068
C  12.752002  11.397895  6.834594
C  15.285394  10.183068  8.742851
C  12.976282  13.448305  8.641771
C  8.951225  11.215345  9.506245
C  10.179032  14.427959  11.605450
C  9.364588  10.999355  11.924189
C  14.289294  7.897937  8.059014
C  13.601804  12.493704  6.547139
C  13.712177  13.483087  7.492456
C  12.614779  7.119599  9.426463
C  11.312649  13.625953  11.575679
H  12.587539  10.656561  5.995865
H  6.258315  10.069511  11.381592
H  11.891185  6.364840  9.587747
H  6.814316  10.733193  9.041625
H  13.365921  15.526740  13.476011
H  11.413729  17.028543  13.471709
H  16.511193  12.934908  9.862109
H  13.096808  14.204588  9.329580
H  15.026368  7.711223  7.250590
H  9.231295  13.968065  11.208719
H  11.328514  10.439686  8.228676
H  14.040929  12.593392  5.573410
H  10.110103  11.041238  12.707560
H  12.155953  8.322894  11.217316
H  7.753013  10.193256  13.133582
H  14.436599  14.288881  7.258142
H  17.596946  11.753164  7.765755
H  9.318834  11.639744  8.526782
H  9.369377  16.391505  12.143713

Atomic forces in eV per Å
0.6 -0.6 1.0
-0.2 0.0 -0.3
0.4 -0.9 0.0
-0.3 -1.8 -1.0
-0.3 0.5 0.4
0.0 -0.5 -1.3
2.0 -0.5 -1.6
0.5 1.4 0.6
-0.4 -1.3 0.6
0.7 0.9 0.0
-1.0 -1.5 1.4
-0.1 0.8 -0.3
-1.3 -0.6 -0.1
-1.6 -0.6 0.2
0.3 0.5 1.4
0.4 -0.4 -1.1
0.3 0.7 -0.5
-0.7 -0.5 -1.1
-1.2 1.1 1.2
0.4 2.2 -2.2
-0.4 0.5 0.7
0.7 1.4 -0.4
0.3 0.1 0.1
-2.8 -0.4 2.6
-0.2 -1.0 -2.7
-1.1 0.0 1.5
-0.4 -2.3 -0.1
0.4 1.0 -0.4
-1.4 -0.6 0.2
1.1 -1.0 0.2
0.7 -0.4 0.5
-1.5 -1.2 0.6
1.5 1.1 -1.1
0.6 0.2 -0.6
1.0 0.9 0.1
0.3 0.8 1.2
0.7 0.8 -1.4
-0.7 -0.7 0.3
1.0 0.4 -0.1
0.5 0.4 0.0
-0.2 -0.6 -0.4
0.4 -0.4 -0.4
0.0 1.7 1.5
-0.8 0.2 0.4
1.0 0.9 0.2
0.5 0.4 -0.6
0.4 -0.2 -0.2
-0.1 0.2 0.3
0.1 -0.1 -0.2
0.2 0.0 -0.2
-0.8 -0.2 0.4
1.3 0.8 -0.8
-0.7 -0.9 1.1
0.2 -0.8 0.4

E: -4562.757438 Eh
Total charge: +3
Orbital gap (spin up / spin down): 6.22 / 6.66 eV
HOMO energy (spin up / spin down): -17.30 / -17.53 eV
LUMO energy (spin up / spin down): -11.1 / -10.9 eV
Multiplicity: 3

Taken from the Mulliken analysis, the atomic charges in e are: 0.508, 0.206, -0.008, 1.378, 0.070, 0.281, -0.555, -0.439, -0.955, 0.003, -0.388, -0.599, -0.875, 0.046, -0.880, -0.082, -0.798, 0.757, -0.618, 0.409, 1.441, 0.645, -0.477, -0.232, -0.638, 0.341, -0.730, -0.163, -0.349, -0.422, -0.157, -0.656, -0.969, -0.552, 0.055, 0.412, 0.348, 0.453, 0.428, 0.521, 0.417, 0.462, 0.666, 0.440, 0.405, 0.550, 0.545, 0.357, 0.488, 0.450, 0.471, 0.166, 0.408, 0.415


Among the records above, which one has the lowest total charge? C21H43BCdO2P2


Among the records above, which one has the lowest total charge? C21H43BCdO2P2


Which of these has the lowest E? C25H19ClMoN6PSe